(1)
C19H40OsP2 | ωB97M-V/def2-TZVPD

Last column: Mulliken spin population.
Element x y z (Å)
P: -0.10544 -1.78599 -2.84759  0.346
P: 0.22427 1.40610 -2.74455  0.292
C: -0.33358 -0.80042 -4.42756  0.028
C: 0.42687 0.52221 -4.38588  0.019
H: -1.41330 -0.64360 -4.57401  -0.006
H: 0.04148 -1.43757 -5.24053  0.020
H: 1.50617 0.37557 -4.54882  -0.005
H: 0.04726 1.21215 -5.15224  0.016
C: -1.41611 2.13132 -3.21466  0.027
H: -1.71363 2.87740 -2.46827  -0.001
H: -2.20517 1.37380 -3.28753  -0.003
H: -1.28961 2.62044 -4.18585  0.007
C: 1.22470 2.86662 -3.21295  0.046
H: 0.80214 3.29686 -4.13233  0.012
H: 2.27008 2.57348 -3.38213  -0.001
H: 1.17903 3.60484 -2.40081  -0.001
C: -1.02992 -3.27069 -3.38720  0.056
H: -0.89696 -4.05816 -2.63227  -0.002
H: -0.62535 -3.60798 -4.35221  0.015
H: -2.09910 -3.04147 -3.48736  -0.002
C: 1.56537 -2.39423 -3.35063  0.035
H: 2.31284 -1.59410 -3.38740  -0.003
H: 1.45988 -2.84039 -4.34663  0.011
H: 1.90204 -3.16032 -2.64319  -0.001
Os: -0.06713 -0.33583 2.15287  2.596
C: 0.66869 1.29414 0.84433  -0.010
C: -0.74610 1.22711 0.75701  0.085
C: -1.58839 0.51110 -0.25054  0.069
C: -1.76969 -1.01447 -0.17407  0.112
C: -0.78956 -1.77263 0.65749  -0.045
C: 0.63292 -1.72930 0.62260  0.008
C: 1.51276 -0.89673 -0.25132  0.144
C: 1.69640 0.61100 0.01353  0.062
C: 0.15137 -1.76023 3.53616  0.090
H: 1.05683 2.13285 1.43126  -0.005
H: -1.28075 2.04334 1.25675  -0.006
H: -1.20150 0.74737 -1.26149  -0.045
H: -2.59930 0.95647 -0.23466  -0.003
H: -2.77618 -1.21910 0.22728  0.005
H: -1.78846 -1.40868 -1.20909  -0.018
H: -1.22585 -2.65866 1.13745  -0.008
H: 1.12031 -2.62392 1.03490  -0.015
H: 1.15191 -0.99909 -1.29234  -0.053
H: 2.51580 -1.35558 -0.25032  0.001
H: 2.67800 0.76197 0.48793  -0.001
H: 1.77781 1.10286 -0.97020  -0.007
H: 0.95193 -1.45482 4.22485  -0.006
H: 0.34083 -2.73924 3.08214  0.036
H: -0.80617 -1.75426 4.08283  -0.012
C: 1.28199 1.00752 5.48662  0.012
C: -0.19362 0.76663 5.17316  -0.039
C: -1.06178 1.68647 6.03593  0.015
C: -0.48960 0.97669 3.66616  0.113
H: 1.53910 2.05862 5.29293  0.001
H: 1.94008 0.37564 4.88362  -0.004
H: 1.47844 0.80321 6.54425  0.001
H: -0.44435 -0.27492 5.42126  0.004
H: -0.81889 2.74076 5.84842  -0.002
H: -2.12720 1.53148 5.83286  -0.001
H: -0.87960 1.47726 7.09398  0.001
H: -1.57918 1.00238 3.51380  -0.007
H: -0.09584 1.95674 3.34423  0.027

Total charge: +2
Energy above the lowest of the compared OMol25 structures with the same formula, charge and spin in kcal/mol: 17.60
Multiplicity: 5
<S²>: 6.03

***

(2)
C19H41AlFN2O21S5 | ωB97M-V/def2-TZVPD

Last column: Löwdin charge in e.
Element x y z (Å)
C: 1.91707 7.00257 1.71620  -0.157
C: 2.97278 6.40836 0.57310  -0.252
C: 3.56205 4.90769 0.98931  -0.334
N: 2.76311 3.90053 0.18775  -0.163
Al: 2.59820 2.20560 1.10221  0.306
F: 2.65942 2.36850 3.01828  -0.388
C: 0.80252 1.35782 0.44505  -0.220
C: -0.35985 1.80081 1.55140  -0.262
N: -0.71262 3.24725 1.26418  -0.120
C: -1.60795 3.40350 0.05744  -0.223
C: -2.59898 4.70768 0.08158  -0.124
C: -1.23316 3.96165 2.49020  -0.282
C: -2.23579 3.34727 3.63262  -0.035
O: -0.78056 5.23099 2.68477  -0.083
H: 1.79180 6.18802 2.54848  0.064
H: 2.39228 8.01129 2.13965  0.063
H: 0.88465 7.22380 1.18416  0.065
H: 2.42544 6.33300 -0.48414  0.100
H: 3.86091 7.19311 0.49502  0.083
H: 4.70657 4.79520 0.69014  0.103
H: 3.39726 4.70575 2.13087  0.083
H: 1.80305 4.29783 0.03346  0.018
H: 3.77091 1.18503 0.68524  -0.104
H: 0.60879 1.84351 -0.60809  0.051
H: 0.88810 0.19068 0.38525  0.040
H: 0.16641 1.75085 2.60642  0.117
H: -1.24620 1.04427 1.43353  0.073
H: -2.25721 2.43976 -0.19460  0.119
H: -0.88268 3.53302 -0.88040  0.121
H: -2.12042 5.69376 0.49235  0.076
H: -3.59878 4.42328 0.62410  0.076
H: -2.89806 4.94136 -1.05039  0.081
H: -1.70044 3.52619 4.68296  0.089
H: -3.29672 3.88732 3.67457  0.096
H: -2.35399 2.16650 3.54833  0.088
C: 3.96969 -3.27218 0.27644  -0.190
C: 5.19691 -2.92053 1.11310  -0.195
O: 5.80170 -1.81694 0.44296  -0.213
S: 4.63592 -0.92679 -0.27048  0.694
O: 4.31703 0.18155 0.60188  -0.272
O: 4.97763 -0.75877 -1.66383  -0.239
O: 3.43474 -2.02345 -0.15911  -0.205
H: 4.24953 -3.85058 -0.60995  0.124
H: 3.22336 -3.82702 0.85126  0.128
H: 5.89861 -3.75410 1.19406  0.126
H: 4.90824 -2.58942 2.11628  0.129
C: -3.23031 -3.38304 0.25688  -0.174
C: -2.00309 -3.03140 1.09354  -0.172
O: -1.39830 -1.92781 0.42340  -0.197
S: -2.56408 -1.03766 -0.29005  0.673
O: -2.88297 0.07068 0.58232  -0.259
O: -2.22237 -0.86964 -1.68339  -0.233
O: -3.76526 -2.13432 -0.17868  -0.194
H: -2.95047 -3.96145 -0.62951  0.103
H: -3.97664 -3.93789 0.83169  0.138
H: -1.30139 -3.86497 1.17450  0.134
H: -2.29176 -2.70029 2.09671  0.133
C: -0.28822 -5.04158 -3.86535  -0.163
C: 0.11285 -6.51209 -3.78496  -0.172
O: -0.88329 -7.12662 -2.97081  -0.191
S: -2.30452 -6.36103 -3.20399  0.684
O: -3.07222 -7.11833 -4.16746  -0.239
O: -2.82722 -5.96581 -1.91675  -0.245
O: -1.71219 -5.03904 -3.95191  -0.189
H: -0.00134 -4.50450 -2.95552  0.135
H: 0.14751 -4.54177 -4.73461  0.139
H: 1.10550 -6.64990 -3.34974  0.142
H: 0.08008 -6.98406 -4.77264  0.107
C: -2.83434 7.06959 7.43680  -0.175
C: -1.89629 5.96339 6.96129  -0.171
O: -2.46004 4.75424 7.46419  -0.199
S: -4.08324 4.90666 7.51320  0.673
O: -4.62987 4.29716 6.32121  -0.243
O: -4.53343 4.57387 8.84473  -0.244
O: -4.14901 6.52558 7.33241  -0.198
H: -2.65077 7.31756 8.48721  0.129
H: -2.74680 7.97448 6.82952  0.137
H: -0.87610 6.09555 7.32942  0.140
H: -1.88316 5.90074 5.86803  0.128
C: -0.22275 -8.37837 -9.01871  -0.172
C: 0.12281 -6.90604 -8.81241  -0.172
O: 0.84527 -6.86084 -7.58409  -0.205
S: 1.68785 -8.24701 -7.41366  0.678
O: 3.04347 -8.00843 -7.85694  -0.231
O: 1.36994 -8.81961 -6.12624  -0.238
O: 0.91913 -9.10476 -8.56745  -0.192
H: -1.07872 -8.67236 -8.40273  0.135
H: -0.43266 -8.61028 -10.06629  0.137
H: -0.76612 -6.27288 -8.76047  0.139
H: 0.78323 -6.54129 -9.60622  0.134

Total charge: -1
Total energy in a.u.: -4771.0169

***

(3)
C19H41BNO21PS | ωB97M-V/def2-TZVPD

Last column: Löwdin charge in e.
Element x y z (Å)
N: -0.19585 2.15708 1.28406  -0.257
P: 0.68940 0.96324 0.81836  0.786
C: -0.14351 -0.69544 0.77271  -0.479
C: -0.31232 -1.24799 2.19242  -0.197
C: -1.20240 -0.40205 3.10762  -0.109
C: -2.70585 -0.59465 2.94625  -0.378
O: -3.41015 0.24629 3.77100  0.137
B: -3.39197 1.63835 3.51427  -0.785
O: -2.38813 2.41522 4.03200  0.185
O: -4.41754 2.20810 2.83127  0.219
O: -3.15328 -0.28732 1.59681  -0.245
S: -2.68240 -1.29599 0.43869  0.940
O: -3.60128 -1.04337 -0.64169  -0.375
O: -1.34331 -0.47180 0.01056  -0.340
H: -0.29249 2.91467 0.62281  -0.018
H: 1.32434 1.03017 -0.43432  0.008
H: 1.74361 0.61780 1.68709  0.019
H: 0.50036 -1.37195 0.19713  0.103
H: -0.61053 -2.30061 2.17998  0.106
H: 0.69608 -1.24198 2.61863  0.110
H: -0.95781 0.65216 2.97586  0.084
H: -1.00460 -0.65238 4.15280  0.142
H: -2.98589 -1.63252 3.15594  0.162
H: -1.84021 2.85082 3.37041  0.095
H: -5.04110 1.57297 2.46314  0.102
C: 0.17489 -3.41549 -2.47489  -0.020
O: 1.44645 -4.05115 -2.64783  0.014
C: 1.96878 -4.55992 -1.53767  -0.619
O: 1.49737 -4.47223 -0.42936  0.104
O: 3.10922 -5.16986 -1.84586  0.010
C: 3.78825 -5.76237 -0.73135  -0.030
H: -0.05548 -2.95692 -3.43054  0.099
H: -0.58742 -4.14550 -2.20812  0.104
H: 0.23429 -2.65905 -1.69493  0.074
H: 3.16161 -6.51927 -0.26337  0.097
H: 4.04707 -5.00256 0.00394  0.097
H: 4.68359 -6.21158 -1.14808  0.095
C: 6.06763 2.41420 1.67599  -0.034
O: 5.97991 2.90408 0.33214  0.008
C: 4.76904 2.81070 -0.21034  -0.624
O: 3.79101 2.35597 0.33138  0.084
O: 4.81422 3.30234 -1.44311  0.012
C: 3.56114 3.27256 -2.14074  -0.027
H: 7.10225 2.56227 1.96755  0.094
H: 5.40055 2.97367 2.32897  0.098
H: 5.80607 1.35830 1.71388  0.096
H: 2.81738 3.86064 -1.60594  0.098
H: 3.20922 2.24743 -2.24389  0.091
H: 3.75513 3.69999 -3.11907  0.089
C: -6.41169 0.34541 -1.41329  -0.027
O: -6.64749 1.73873 -1.67626  0.011
C: -6.88562 2.45175 -0.58078  -0.620
O: -6.91734 2.02812 0.54791  0.116
O: -7.07962 3.72387 -0.93277  0.003
C: -7.33215 4.60359 0.16898  -0.036
H: -6.20431 -0.10591 -2.37803  0.096
H: -5.55504 0.22829 -0.75703  0.065
H: -7.29360 -0.10197 -0.95805  0.099
H: -6.48939 4.60357 0.85798  0.097
H: -8.22975 4.29790 0.70347  0.096
H: -7.46599 5.58597 -0.27288  0.092
C: 0.99297 -4.77298 2.94751  -0.040
O: 1.23834 -4.02991 4.14895  -0.006
C: 0.80472 -4.62070 5.26237  -0.626
O: 0.25430 -5.68923 5.32377  0.125
O: 1.07955 -3.82339 6.29375  0.001
C: 0.65801 -4.33672 7.56427  -0.034
H: 1.39807 -4.17237 2.13949  0.072
H: 1.48987 -5.74061 2.98229  0.099
H: -0.07607 -4.92448 2.80485  0.100
H: 1.15210 -5.28335 7.77424  0.097
H: -0.42011 -4.48465 7.57534  0.098
H: 0.94877 -3.58281 8.28852  0.093
C: 4.65250 3.46559 -7.78977  -0.034
O: 3.26559 3.42248 -8.14768  0.006
C: 2.42944 3.43119 -7.11269  -0.626
O: 2.74901 3.46969 -5.95069  0.110
O: 1.18328 3.39022 -7.57557  0.007
C: 0.17122 3.39681 -6.56061  -0.033
H: 5.19149 3.45237 -8.73140  0.094
H: 4.87364 4.37455 -7.23357  0.097
H: 4.91612 2.60049 -7.18426  0.097
H: 0.23856 4.30349 -5.96247  0.097
H: 0.27712 2.52892 -5.91249  0.096
H: -0.77180 3.36103 -7.09592  0.094

Total energy in a.u.: -3147.8859

***

What is the formula in the third record?
C19H41BNO21PS